(w)
Below is the molecule C4H3NO, with properties calculated with ωB97M-V/def2-TZVPD.

## Properties
- HOMO-LUMO gap: 9.79 eV
- E_HOMO: -11.0 eV
- SMILES: C=CC(=O)C#N

```
! RIJCOSX wB97M-V def2-TZVPD def2/J DEFGRID3
* xyz 0 1
H -1.74 0.91 0.71
C 2.01 0.11 0.01
C -0.35 -0.53 -0.25
O 0.43 1.78 -0.16
N 3.07 -0.32 0.08
C -1.65 -0.18 0.07
H -2.53 -0.83 0.24
C 0.65 0.57 -0.06
H 0.11 -1.50 -0.64
*
```

***

(x)
Below is the molecule C4H3NO, with properties calculated with ωB97M-V/def2-TZVPD.

## Properties
- HOMO-LUMO gap: 9.81 eV
- E_HOMO: -10.1 eV
- SMILES: N#CC#CCO

```
! RIJCOSX wB97M-V def2-TZVPD def2/J DEFGRID3
* xyz 0 1
H -0.91 1.82 -0.34
C -0.05 1.26 0.04
C -0.36 -0.16 -0.04
N -0.20 -3.18 0.78
O 1.05 1.62 -0.77
H 0.10 1.55 1.09
H 1.82 1.11 -0.48
C -0.80 -2.71 -0.10
C -0.65 -1.32 -0.18
*
```

***

(y)
Below is the molecule C4H3NO, with properties calculated with ωB97M-V/def2-TZVPD.

## Properties
- HOMO-LUMO gap: 8.19 eV
- E_HOMO: -10.2 eV
- SMILES: O=C1C=CC=N1

```
! RIJCOSX wB97M-V def2-TZVPD def2/J DEFGRID3
* xyz 0 1
C 0.22 -1.34 -0.80
N -0.72 0.73 -0.56
H -1.09 -0.33 -2.15
O 0.37 1.29 1.53
C -0.49 -0.30 -1.28
C -0.01 0.52 0.60
H 0.29 -2.43 -1.08
H 1.08 -1.19 1.21
C 0.59 -0.79 0.44
*
```

***

Energies relative to the most stable structure are (w) 0.0; (x) 171.2; (y) 24.4, reported in kJ/mol.

***

(w)
Below is a cluster of 2 separate species, H6N2 in total, with properties calculated with ωB97M-V/def2-TZVPD.

## Properties
- HOMO-LUMO gap: 11.06 eV
- E_HOMO: -10.3 eV
- SMILES: N.N

```
! RIJCOSX wB97M-V def2-TZVPD def2/J DEFGRID3
* xyz 0 1
N 2.39 -0.45 1.12
H 2.51 -0.04 0.18
N -2.16 0.73 -1.15
H -1.40 0.05 -1.10
H 2.45 -1.47 1.01
H -2.18 1.22 -0.25
H 1.43 -0.23 1.41
H -3.03 0.19 -1.21
*
```

***

(x)
Below is a cluster of 2 separate species, H6N2 in total, with properties calculated with ωB97M-V/def2-TZVPD.

## Properties
- HOMO-LUMO gap: 11.23 eV
- E_HOMO: -10.0 eV
- SMILES: N.N

```
! RIJCOSX wB97M-V def2-TZVPD def2/J DEFGRID3
* xyz 0 1
N 1.72 -4.94 0.19
H 2.43 -4.36 0.75
H 2.20 -5.81 -0.16
H -1.58 4.06 -0.32
N -1.82 4.95 -0.21
H -2.77 5.09 0.04
H -1.26 5.40 0.51
H 1.73 -4.47 -0.68
*
```

***

Energies relative to the most stable structure are (w) 0.0; (x) 37.1, reported in kJ/mol.

***

(w)
Below is a cluster of 2 separate species, C5H10NO2 in total, with properties calculated with ωB97M-V/def2-TZVPD.

## Properties
- HOMO-LUMO gap: 8.92 eV
- E_HOMO: -12.4 eV

```
! RIJCOSX wB97M-V def2-TZVPD def2/J DEFGRID3
* xyz 1 1
H 1.65 -1.55 1.48
C 2.20 -1.17 0.62
C 0.33 0.35 0.37
N -3.43 0.43 0.51
H -2.24 0.94 -1.11
H 1.80 1.41 -1.61
O -2.28 -1.04 -0.83
H -3.77 -0.28 1.14
H -2.64 -1.76 -0.28
O -0.79 0.58 0.66
H -3.63 1.39 0.76
C -2.55 0.16 -0.43
C 2.38 1.01 -0.78
H 3.22 -0.94 0.92
H 3.24 0.47 -1.17
C 1.56 0.08 0.07
H 2.22 -1.95 -0.14
H 2.74 1.85 -0.18
*
```

***

(x)
Below is the ion C5H10NO2 with charge +1, with properties calculated with ωB97M-V/def2-TZVPD.

## Properties
- HOMO-LUMO gap: 6.50 eV
- E_HOMO: -11.1 eV

```
! RIJCOSX wB97M-V def2-TZVPD def2/J DEFGRID3
* xyz 1 1
N 0.66 -1.34 1.92
C -1.34 1.55 -0.85
O -0.28 0.64 1.25
H 0.78 -1.00 -3.58
H -1.09 2.33 -1.56
C 0.47 -0.91 -2.58
O -1.47 0.27 -1.48
C -0.19 -0.69 0.76
H 1.08 -1.54 -1.93
H 0.94 -2.31 1.70
H -2.37 1.66 -0.50
H 0.09 -1.43 2.88
H 0.71 1.70 -0.28
H 1.53 -0.83 2.14
H -0.41 2.57 0.68
H -1.05 -1.27 0.89
C -0.43 -0.10 -2.04
C -0.19 1.63 0.23
*
```

***

(y)
Below is the ion C5H10NO2 with charge +1, with properties calculated with ωB97M-V/def2-TZVPD.

## Properties
- HOMO-LUMO gap: 11.39 eV
- E_HOMO: -14.5 eV
- SMILES: C=CC[N@@H+](C)C1OO1

```
! RIJCOSX wB97M-V def2-TZVPD def2/J DEFGRID3
* xyz 1 1
H 1.28 -1.06 -2.17
H 1.80 0.61 -2.27
H -1.38 -0.86 3.23
C -1.42 -0.76 2.16
C 0.93 -0.04 -2.08
H -0.71 1.91 -0.48
H -0.50 -1.81 -0.63
H -2.39 -0.28 2.09
C 0.26 1.51 -0.14
O 0.72 1.70 1.13
C -0.46 -0.97 1.32
C -0.59 -0.81 -0.20
H -1.58 -0.22 -0.25
O 1.38 2.26 -0.01
H 0.49 -1.16 1.74
H 0.12 0.12 -2.79
N 0.56 0.05 -0.58
H 1.50 -0.18 -0.08
*
```

***

(z)
Below is a structure of composition C5H10NO2, with properties calculated with ωB97M-V/def2-TZVPD.

## Properties
- HOMO-LUMO gap: 11.45 eV
- E_HOMO: -14.5 eV

```
! RIJCOSX wB97M-V def2-TZVPD def2/J DEFGRID3
* xyz 1 1
H -2.15 0.39 -1.50
H 0.31 -1.64 1.11
N -0.13 -0.23 -1.14
H 1.83 -1.87 0.23
H 0.41 2.06 1.48
C -1.29 1.31 0.31
C 0.93 0.03 -0.12
O -2.07 -0.94 -0.02
H -2.13 1.94 0.57
H 0.13 0.35 -1.95
H -0.16 -1.21 -1.43
H -1.87 -0.96 0.93
H 2.80 0.57 -0.28
O 1.98 0.58 -0.79
H 1.78 -0.83 1.65
C 1.22 -1.14 0.77
C -0.08 1.41 0.81
C -1.53 0.16 -0.63
*
```

***

Energies relative to the most stable structure are (w) 0.0; (x) 499.4; (y) 423.2; (z) 25.6, reported in kJ/mol.

***

(w)
Below is a structure of composition C11H4BrCl4MnNO3, with properties calculated with ωB97M-V/def2-TZVPD.

## Properties
- HOMO-LUMO gap (alpha / beta): 6.28 / 6.23 eV
- Expectation value of S²: 8.7575
- E_HOMO (alpha / beta): -6.8 / -6.9 eV

```
! RIJCOSX wB97M-V def2-TZVPD def2/J DEFGRID3
* xyz 0 6
H 0.00 4.86 1.47
O 0.00 3.86 3.86
H 0.00 1.18 3.70
C 0.72 -1.44 -1.90
C 0.00 1.04 1.57
Cl -3.12 -2.62 -1.75
C 1.39 -2.65 -1.79
C -0.72 -1.44 -1.90
Br 0.00 3.70 -1.38
C 0.00 3.12 2.75
C -0.69 -3.86 -1.70
N 0.00 1.66 0.39
C 0.69 -3.86 -1.70
H 0.00 -0.04 1.52
C 0.00 1.72 2.77
Cl 3.12 -2.62 -1.75
O 1.32 -0.26 -1.97
O -1.32 -0.26 -1.97
C -1.39 -2.65 -1.79
Cl 1.56 -5.35 -1.60
H 0.00 3.31 4.65
Mn 0.00 1.18 -1.81
C 0.00 3.78 1.52
Cl -1.56 -5.35 -1.60
C 0.00 2.99 0.41
*
```

***

(x)
Below is a structure of composition C11H4BrCl4MnNO3, with properties calculated with ωB97M-V/def2-TZVPD.

## Properties
- HOMO-LUMO gap (alpha / beta): 7.27 / 6.76 eV
- Expectation value of S²: 8.8988
- E_HOMO (alpha / beta): -8.1 / -8.8 eV

```
! RIJCOSX wB97M-V def2-TZVPD def2/J DEFGRID3
* xyz 0 6
Br -1.41 -2.42 -2.19
C 1.19 0.60 -1.89
O -1.05 0.82 -1.27
C -1.10 -1.90 1.18
O -1.81 -3.15 4.43
Cl 0.85 4.57 -4.05
H -2.11 -3.66 1.91
N -0.45 -0.78 1.43
H -1.60 -2.78 5.29
C 2.19 2.35 -3.22
Mn -0.63 -1.09 -0.52
C -0.15 2.58 -2.59
O 1.23 -0.50 -1.27
H -0.48 -0.84 4.75
C -0.22 -0.38 2.69
C -0.66 -1.15 3.73
C -0.08 1.34 -1.89
Cl -1.66 3.39 -2.56
H 0.32 0.55 2.84
Cl 3.77 0.26 -2.54
C 0.94 3.07 -3.23
C -1.35 -2.35 3.45
C 2.31 1.16 -2.58
Cl 3.54 3.03 -4.04
C -1.58 -2.74 2.14
*
```

***

Energies relative to the most stable structure are (w) 14.0; (x) 0.0, reported in kJ/mol.

***

(w)
Below is a cluster of 2 separate species, C4H6 in total, with properties calculated with ωB97M-V/def2-TZVPD.

## Properties
- HOMO-LUMO gap: 10.67 eV
- E_HOMO: -9.3 eV
- SMILES: C#C.C=C

```
! RIJCOSX wB97M-V def2-TZVPD def2/J DEFGRID3
* xyz 0 1
H -1.10 -1.32 -0.68
H -0.13 0.15 1.07
H -1.52 1.30 0.86
C 1.53 -0.53 0.19
H 1.36 1.27 -1.11
H 1.82 -1.16 1.07
C -1.56 -0.39 -0.37
C -1.05 0.40 0.55
H -2.50 -0.18 -0.88
C 1.42 0.51 -0.43
*
```

***

(x)
Below is a cluster of 2 separate species, C4H6 in total, with properties calculated with ωB97M-V/def2-TZVPD.

## Properties
- HOMO-LUMO gap: 11.10 eV
- E_HOMO: -10.2 eV
- SMILES: C#C.C=C

```
! RIJCOSX wB97M-V def2-TZVPD def2/J DEFGRID3
* xyz 0 1
H 5.42 0.93 0.38
H 2.59 -0.92 -0.25
H -2.10 -1.29 -0.09
H -1.59 0.87 -0.31
H -3.75 -1.12 0.23
H -3.14 1.63 0.26
C 4.54 0.31 -0.06
C -2.66 0.71 -0.14
C 3.62 -0.50 -0.06
C -2.93 -0.60 0.02
*
```

***

Energies relative to the most stable structure are (w) 0.0; (x) 9.1, reported in kJ/mol.

***

(w)
Below is a structure of composition C3H6S2, with properties calculated with ωB97M-V/def2-TZVPD.

## Properties
- HOMO-LUMO gap: 8.55 eV
- E_HOMO: -8.7 eV

```
! RIJCOSX wB97M-V def2-TZVPD def2/J DEFGRID3
* xyz 0 1
H 0.09 -1.68 -2.08
C -0.61 -1.93 -1.32
H 0.05 1.51 -0.79
H -0.79 1.36 1.50
S -0.86 -0.67 -0.16
H 0.89 2.11 1.24
H 0.66 0.44 1.96
C 0.30 1.15 1.29
H 1.39 0.26 -0.40
C 0.40 0.65 -0.18
S -1.52 -3.21 -1.06
*
```

***

(x)
Below is the molecule C3H6S2, with properties calculated with ωB97M-V/def2-TZVPD.

## Properties
- HOMO-LUMO gap: 9.34 eV
- E_HOMO: -8.6 eV
- SMILES: C1CSCS1

```
! RIJCOSX wB97M-V def2-TZVPD def2/J DEFGRID3
* xyz 0 1
H -1.19 -1.73 -0.64
C 0.25 -0.96 0.85
H 0.27 -1.32 -1.57
H 0.88 -1.84 0.96
H 0.80 2.33 -0.63
S -0.93 0.62 -1.19
C 0.14 1.68 -0.04
H -0.60 -0.92 1.48
C -0.38 -1.03 -0.62
H -0.55 2.48 0.46
S 1.32 0.70 0.95
*
```

***

Energies relative to the most stable structure are (w) 7.7; (x) 0.0, reported in kJ/mol.

***

(w)
Below is the molecule C3H6S2, with properties calculated with ωB97M-V/def2-TZVPD.

## Properties
- HOMO-LUMO gap: 8.15 eV
- E_HOMO: -7.8 eV
- SMILES: C[C@H]1CSS1

```
! RIJCOSX wB97M-V def2-TZVPD def2/J DEFGRID3
* xyz 0 1
H 1.75 0.22 -0.16
H -0.59 1.89 -0.09
H -0.48 1.02 -1.61
C -0.28 -0.31 -0.03
S 1.25 -1.29 1.74
H -1.92 1.02 -0.38
S -0.56 -0.28 1.98
C 1.22 -0.66 0.04
C -0.81 1.04 -0.57
H 1.35 -1.42 -0.73
H -0.93 -1.23 -0.20
*
```

***

(x)
Below is a cluster of 2 separate species, C3H6S2 in total, with properties calculated with ωB97M-V/def2-TZVPD.

## Properties
- HOMO-LUMO gap: 8.03 eV
- E_HOMO: -8.7 eV

```
! RIJCOSX wB97M-V def2-TZVPD def2/J DEFGRID3
* xyz 0 1
H -1.03 1.75 -0.45
C -0.36 -0.46 0.48
H 0.50 1.38 -0.91
H -0.23 -0.97 1.64
S 2.30 -0.41 -0.32
H -0.16 -1.36 -0.09
H 0.98 1.13 1.03
S -3.02 -0.40 -0.32
H 1.80 -1.40 -0.94
C 0.76 0.49 -0.03
C -1.53 0.23 -0.10
*
```

***

Energies relative to the most stable structure are (w) 0.0; (x) 365.6, reported in kJ/mol.

***

(w)
Below is the molecule C5H11ClN2, with properties calculated with ωB97M-V/def2-TZVPD.

## Properties
- HOMO-LUMO gap: 10.52 eV
- E_HOMO: -9.7 eV
- SMILES: CC(C)(C)/C(N)=N/Cl

```
! RIJCOSX wB97M-V def2-TZVPD def2/J DEFGRID3
* xyz 0 1
N -0.59 1.27 -1.65
H 2.01 0.45 -2.25
H 0.25 1.52 1.76
H 2.17 0.58 -0.63
C 0.61 0.40 1.38
H 1.69 0.65 1.25
H -2.01 1.05 0.62
H 1.10 -1.77 0.01
C -0.24 -0.10 0.30
C -1.70 0.01 0.64
Cl -0.13 2.14 -3.02
H 0.41 -0.10 2.37
C 0.17 0.53 -1.02
H -2.23 -0.55 -0.06
H -0.58 -2.04 -0.92
N 1.65 0.15 -1.32
H -0.50 -2.18 0.83
C -0.02 -1.72 0.03
H -2.06 -0.31 1.67
*
```

***

(x)
Below is the molecule C5H11ClN2, with properties calculated with ωB97M-V/def2-TZVPD.

## Properties
- HOMO-LUMO gap: 10.41 eV
- E_HOMO: -9.7 eV
- SMILES: CC(C)(C)/C(N)=N/Cl

```
! RIJCOSX wB97M-V def2-TZVPD def2/J DEFGRID3
* xyz 0 1
Cl 3.64 0.29 -0.39
C -0.85 0.31 -1.31
H 1.88 2.24 0.35
N 2.02 -0.35 -0.29
H -0.93 1.15 1.39
C -1.16 0.05 1.22
C -0.36 -0.35 -0.04
H 0.84 -2.16 -0.76
H -1.87 -0.07 -1.55
H -0.22 0.15 -2.20
H -2.28 0.05 0.80
H -1.05 -0.40 2.16
C 1.01 0.31 0.08
H -1.05 -2.43 -0.40
H -0.93 1.40 -1.10
H 0.17 -2.28 0.84
N 1.10 1.82 0.86
H 0.16 2.10 0.48
C -0.11 -1.84 -0.14
*
```

***

Energies relative to the most stable structure are (w) 0.0; (x) 34.9, reported in kJ/mol.